Record 1
This record from the OMol25 dataset describes a structure of composition C28H51Br2N7O8 at a distorted geometry. The level of theory is ωB97M-V/def2-TZVPD.

Properties
* frontier orbital gap: 8.807 eV

Last column: Mulliken charge in e.
CARTESIAN COORDINATES (ANGSTROEM)
C -3.49 -0.20 -3.51  -1.05
C -2.90 0.80 -2.55  0.35
Br -3.66 2.58 -2.60  -0.22
C -1.91 0.52 -1.71  0.25
Br -1.25 1.91 -0.56  -0.03
O -1.40 -0.76 -1.81  -0.29
C -0.62 -1.23 -0.77  -0.02
O 0.39 -0.71 -0.40  -0.27
N -1.01 -2.49 -0.20  0.06
C -1.80 -2.46 0.98  0.04
C -2.03 -1.39 1.78  0.52
C -2.82 -1.48 2.91  -0.99
C -3.37 -2.67 3.29  -0.52
C -3.10 -3.78 2.51  -0.73
C -2.36 -3.68 1.37  -0.24
H -4.23 0.32 -4.13  0.38
H -2.71 -0.55 -4.21  0.39
H -4.02 -1.02 -3.01  0.13
H -1.39 -3.12 -0.90  0.36
H -1.60 -0.42 1.56  0.13
H -2.99 -0.58 3.50  0.45
H -3.97 -2.77 4.19  0.42
H -3.54 -4.72 2.83  0.44
H -2.19 -4.59 0.80  0.38
C 3.70 -3.59 -3.71  -1.39
C 2.36 -3.33 -3.06  0.99
O 1.31 -3.44 -3.67  -0.66
N 2.36 -2.95 -1.76  -0.02
C 3.49 -2.76 -0.87  -0.96
H 3.54 -3.88 -4.75  0.30
H 4.32 -2.69 -3.69  0.35
H 4.22 -4.41 -3.20  0.37
H 1.43 -2.79 -1.40  0.11
H 3.38 -3.43 -0.01  0.28
H 3.48 -1.73 -0.51  0.26
H 4.43 -2.96 -1.36  0.41
C 1.16 1.23 2.11  -0.01
C 0.46 1.73 3.34  0.55
O -0.65 1.33 3.68  -0.69
N 1.09 2.66 4.09  -0.14
C 2.40 3.27 3.87  -0.25
H 0.54 0.49 1.62  -0.55
H 1.34 2.05 1.42  0.17
H 2.11 0.75 2.38  0.43
H 0.56 2.95 4.90  0.24
H 3.03 3.06 4.74  0.27
H 2.27 4.35 3.78  0.27
H 2.88 2.88 2.97  -0.05
C -7.32 -2.41 -1.44  -1.55
C -5.92 -1.91 -1.13  0.87
O -5.40 -1.02 -1.79  -0.61
N -5.26 -2.48 -0.10  0.13
C -5.72 -3.53 0.78  -0.96
H -7.71 -1.86 -2.29  0.24
H -7.29 -3.47 -1.70  0.44
H -7.98 -2.25 -0.59  0.40
H -4.34 -2.10 0.05  0.01
H -5.71 -3.16 1.80  0.27
H -5.03 -4.37 0.69  0.25
H -6.72 -3.86 0.52  0.44
C 4.24 4.08 -0.38  -1.36
C 4.62 2.90 0.47  0.76
O 3.90 2.50 1.38  -0.73
N 5.79 2.27 0.20  -0.03
C 6.77 2.59 -0.82  -0.98
H 3.29 4.47 -0.04  0.29
H 4.99 4.87 -0.28  0.37
H 4.15 3.79 -1.42  0.38
H 5.99 1.48 0.81  0.19
H 6.89 1.73 -1.47  0.31
H 7.73 2.81 -0.34  0.24
H 6.46 3.45 -1.41  0.41
C -9.16 3.18 -3.51  -1.18
C -9.54 1.75 -3.24  0.76
O -10.58 1.26 -3.67  -0.66
N -8.68 1.00 -2.51  -0.04
C -7.41 1.39 -1.92  -0.65
H -9.94 3.65 -4.10  0.30
H -9.07 3.73 -2.57  0.33
H -8.23 3.23 -4.06  0.32
H -9.00 0.05 -2.37  0.14
H -6.63 0.75 -2.32  0.15
H -7.46 1.24 -0.84  0.22
H -7.17 2.43 -2.13  0.35
C 10.01 -0.16 2.34  -1.39
C 8.78 0.70 2.19  0.87
O 7.73 0.27 1.73  -0.62
N 8.87 2.00 2.59  -0.12
C 10.01 2.69 3.15  -0.90
H 9.78 -1.16 1.98  0.31
H 10.83 0.24 1.75  0.36
H 10.30 -0.23 3.39  0.37
H 8.01 2.51 2.46  0.19
H 9.74 3.07 4.14  0.30
H 10.26 3.54 2.51  0.29
H 10.87 2.04 3.24  0.34


Record 2
This record from the OMol25 dataset describes a structure of composition C51H48FILaN6O5PSSe2Te2 at a distorted geometry. The level of theory is ωB97M-V/def2-TZVPD.

Properties
* frontier orbital gap: 6.320 eV

Last column: Mulliken charge in e.
CARTESIAN COORDINATES (ANGSTROEM)
La -0.44 0.27 -1.42  0.84
Se 0.01 -0.69 -4.26  -0.37
Te -0.76 1.50 -5.14  -0.30
Te -0.43 3.20 -3.02  -0.13
Se -2.24 2.86 -1.33  -0.59
C 6.87 -3.09 -0.98  -2.05
C 6.94 -1.76 -1.68  0.64
C 8.01 -0.88 -1.11  -0.93
C 8.17 0.36 -2.03  -1.00
C 6.80 1.04 -2.10  1.14
C 6.73 2.38 -2.42  -0.78
C 5.49 2.99 -2.43  0.16
F 5.58 4.33 -2.61  -0.37
C 4.28 2.35 -2.21  -1.26
C 4.34 0.99 -1.95  0.52
C 3.09 0.29 -1.66  0.71
O 1.99 0.86 -1.69  -0.16
C 3.28 -1.11 -1.37  -0.25
C 4.50 -1.65 -1.31  -0.88
N 5.67 -1.00 -1.57  0.28
C 5.60 0.34 -1.88  -0.77
C 2.15 -2.15 -1.05  -0.06
O 2.50 -3.31 -0.85  -0.81
O 0.93 -1.72 -0.93  1.26
H 7.83 -3.58 -0.94  0.45
H 6.17 -3.74 -1.43  0.57
H 6.63 -2.93 0.06  0.40
H 7.13 -1.88 -2.74  0.20
H 8.98 -1.41 -1.09  0.39
H 7.85 -0.55 -0.09  0.34
H 8.56 0.02 -3.04  0.29
H 8.86 1.11 -1.66  0.45
H 7.58 3.01 -2.53  0.53
H 3.36 2.89 -2.18  0.65
H 4.51 -2.67 -1.09  0.97
I -3.85 -0.25 -3.38  0.20
C -5.29 -1.04 -2.06  -0.41
C -6.35 -0.20 -1.94  -0.49
C -7.49 -0.50 -1.15  -0.83
C -7.61 -1.76 -0.66  -0.88
C -6.56 -2.69 -0.86  0.92
C -6.82 -4.05 -0.53  -0.71
C -5.89 -5.01 -0.76  -1.27
C -4.59 -4.59 -1.12  0.23
C -4.28 -3.29 -1.44  0.55
P -2.48 -2.84 -1.42  0.77
C -2.00 -3.93 0.03  0.23
C -2.61 -3.72 1.27  -0.32
C -2.28 -4.54 2.36  -0.65
C -1.32 -5.54 2.21  -0.75
C -0.67 -5.68 0.97  -0.41
C -1.02 -4.91 -0.08  -0.21
C -1.86 -3.70 -2.88  0.95
C -0.49 -3.80 -3.12  -0.73
C -0.02 -4.25 -4.34  -0.70
C -0.92 -4.71 -5.32  -0.78
C -2.27 -4.63 -5.09  -0.64
C -2.75 -4.11 -3.86  -0.62
C -5.32 -2.33 -1.47  0.12
H -6.33 0.81 -2.38  0.38
H -8.26 0.26 -0.98  0.38
H -8.54 -2.01 -0.16  0.37
H -7.81 -4.34 -0.13  0.32
H -6.04 -6.06 -0.57  0.40
H -3.83 -5.34 -1.10  0.62
H -3.44 -2.98 1.31  0.36
H -2.79 -4.35 3.27  0.48
H -1.02 -6.13 3.10  0.31
H 0.18 -6.36 0.85  0.40
H -0.53 -5.10 -1.00  0.36
H 0.19 -3.36 -2.38  0.30
H 1.03 -4.25 -4.47  0.55
H -0.51 -4.96 -6.30  0.34
H -2.97 -4.94 -5.90  0.34
H -3.84 -4.03 -3.67  0.26
C -1.62 8.01 -0.09  -1.24
C -1.23 6.49 -0.15  -0.10
C -0.33 6.21 1.07  -0.53
N 0.45 4.96 0.95  0.31
C 0.13 3.72 1.28  -0.65
S 1.22 2.48 1.07  -0.36
N -1.10 3.53 1.99  0.96
C -1.59 4.26 3.03  0.24
O -2.79 4.28 3.23  -0.65
C -0.70 4.99 3.99  0.19
C 0.65 4.75 4.15  0.19
C 1.39 5.49 5.07  -0.95
C 0.79 6.47 5.85  -0.39
C -0.58 6.68 5.73  -0.60
C -1.30 5.95 4.81  -0.40
H -2.15 8.29 -0.99  0.38
H -0.70 8.65 0.05  0.30
H -2.28 8.24 0.77  0.33
H -0.70 6.26 -1.07  0.18
H -2.07 5.81 -0.17  0.21
H -0.96 6.20 1.91  0.06
H 0.41 7.00 1.26  0.52
H 1.40 5.06 0.57  0.29
H -1.69 2.80 1.61  -0.20
H 1.13 4.03 3.53  0.52
H 2.41 5.25 5.28  0.43
H 1.35 6.98 6.61  0.39
H -1.09 7.39 6.34  0.42
H -2.38 6.14 4.71  0.41
C -0.36 -1.77 4.61  -1.17
N -1.06 -1.41 3.42  0.43
C -1.95 -0.29 3.47  -0.24
C -1.96 0.20 2.08  -0.46
O -2.71 1.06 1.64  -0.80
N -1.05 -0.52 1.33  1.46
C -0.55 -1.44 2.18  -0.53
N 0.36 -2.31 1.80  -0.09
H 0.03 -2.78 4.63  0.31
H -0.99 -1.71 5.48  0.45
H 0.51 -1.09 4.76  0.34
H -1.59 0.50 4.19  0.35
H -2.94 -0.67 3.76  0.24
H 0.52 -2.38 0.81  -0.69
H 0.39 -3.18 2.32  0.28


Record 3
This record from the OMol25 dataset describes a cluster of 2 separate species, C2H4N4 in total at a distorted geometry. The level of theory is ωB97M-V/def2-TZVPD.

Properties
* frontier orbital gap: 8.492 eV

Last column: natural (NBO) charge in e.
CARTESIAN COORDINATES (ANGSTROEM)
N 0.99 1.31 -0.47  -0.78
C 0.79 0.00 -0.58  0.27
N -1.30 -0.28 -1.17  -0.43
C -1.75 -0.85 -0.26  0.13
N -0.31 -1.10 1.31  -0.24
N 0.65 -0.61 0.74  -0.31
H 0.75 1.84 0.36  0.37
H 1.08 1.88 -1.31  0.40
H -2.52 -1.35 0.31  0.22
H 1.62 -0.84 1.06  0.36


Record 4
This record from the OMol25 dataset describes a structure of composition C19H24N4O3Pt at a distorted geometry. The level of theory is ωB97M-V/def2-TZVPD.

Properties
* frontier orbital gap: 6.890 eV

Last column: natural (NBO) charge in e.
CARTESIAN COORDINATES (ANGSTROEM)
Pt -0.10 0.05 -0.76  0.90
C -1.56 4.23 0.14  -0.24
O -0.36 4.84 -0.31  -0.52
C 0.78 4.16 -0.63  0.30
C 1.87 4.97 -0.87  -0.23
C 3.12 4.44 -1.21  -0.24
C 3.28 3.09 -1.28  -0.17
C 2.19 2.22 -1.03  -0.22
C 2.50 0.82 -1.10  0.15
N 1.77 -0.15 -0.65  -0.23
N 2.24 -1.46 -0.73  -0.41
C 1.25 -2.29 -0.83  0.55
O 0.00 -1.93 -0.91  -0.70
C 1.54 -3.74 -0.88  -0.05
C 0.53 -4.65 -0.57  -0.20
C 0.79 -6.01 -0.63  -0.20
C 2.04 -6.47 -1.01  -0.20
C 3.05 -5.57 -1.31  -0.22
C 2.81 -4.20 -1.24  -0.19
C 0.90 2.75 -0.74  0.31
O -0.17 2.00 -0.56  -0.73
H -2.22 5.06 0.36  0.19
H -1.40 3.64 1.04  0.18
H -2.00 3.59 -0.62  0.19
H 1.71 6.03 -0.79  0.23
H 3.96 5.10 -1.40  0.22
H 4.24 2.66 -1.51  0.21
H 3.47 0.55 -1.49  0.22
H -0.44 -4.28 -0.29  0.23
H 0.01 -6.72 -0.38  0.21
H 2.23 -7.54 -1.07  0.21
H 4.03 -5.92 -1.60  0.21
H 3.58 -3.49 -1.47  0.23
C 1.31 0.61 5.10  -0.63
C -0.07 -0.01 4.89  0.10
C 0.03 -1.53 4.86  -0.62
C -1.02 0.44 6.00  -0.61
N -0.68 0.45 3.63  -0.47
N 0.07 0.08 2.49  -0.68
H 1.70 0.35 6.09  0.21
H 1.27 1.70 5.04  0.20
H 2.03 0.24 4.36  0.21
H 0.41 -1.89 5.82  0.20
H 0.70 -1.86 4.07  0.23
H -0.95 -1.96 4.68  0.21
H -0.64 0.11 6.97  0.21
H -2.01 0.01 5.84  0.22
H -1.11 1.53 6.02  0.20
H -0.83 1.45 3.67  0.32
H 0.89 0.67 2.34  0.33
H -0.51 0.14 1.66  0.35